A 4-piece molecular cluster, C70H68F9NO13S overall at a distorted geometry. Source: OMol25; level of theory: ωB97M-V/def2-TZVPD.

Values from the calculation:
frontier orbital gap	7.30	eV
charge	0
HOMO	-8.315	eV
SMILES	CCCCCCCCCCCCC[C@@](COCCC(=O)OC(C)=O)(OCN=C(C)C)S(=O)(=O)C(F)(F)C(F)(F)C(F)(F)C(F)(F)F.O=C1c2ccccc2C(=O)c2ccccc21.O=C1c2ccccc2C(=O)c2ccccc21.O=C1c2ccccc2C(=O)c2ccccc21
multiplicity	1

Cartesian coordinates (Å):
C1 7.7531 2.1597 -0.4887
C2 7.8285 0.6515 -0.7529
C3 6.7529 0.1296 -1.7054
C4 7.0652 0.3838 -3.1841
C5 6.3628 -0.5858 -4.1499
C6 4.9061 -0.8345 -3.7773
C7 4.1221 -1.5971 -4.8520
C8 2.8612 -2.1954 -4.2334
C9 1.9317 -2.8627 -5.2554
C10 1.1332 -4.0414 -4.6710
C11 -0.2971 -4.1550 -5.2367
C12 -1.3949 -3.7930 -4.1975
C13 -2.4668 -2.9438 -4.8833
C14 -3.5165 -2.2468 -3.9864
C15 -4.2675 -1.2682 -4.9171
O1 -4.4791 -0.0123 -4.3211
C16 -5.2079 0.8983 -5.1298
C17 -4.4504 2.2196 -5.1779
C18 -4.8953 3.1488 -4.0859
O2 -6.0571 3.4079 -3.8884
O3 -3.9107 3.7206 -3.3552
C19 -4.3194 4.9640 -2.8032
C20 -4.4110 6.0738 -3.7981
O4 -4.5393 5.0495 -1.6397
O5 -4.3035 -3.2704 -3.4804
C21 -5.5431 -2.8656 -2.9070
N1 -5.6853 -3.5495 -1.6344
C22 -6.4532 -3.0504 -0.7380
C23 -5.9491 -2.6993 0.6243
C24 -7.9340 -2.8084 -0.9447
S1 -2.7685 -1.4148 -2.4813
O6 -2.2999 -2.4577 -1.6113
O7 -3.6756 -0.5127 -1.8262
C25 -1.2946 -0.3589 -2.9518
F1 -1.7476 0.9032 -3.1054
F2 -0.7189 -0.7195 -4.1154
C26 -0.2244 -0.3483 -1.8312
F3 -0.7838 -0.2400 -0.6160
F4 0.4358 -1.5176 -1.8981
C27 0.8306 0.8095 -1.9725
F5 0.9442 1.2469 -3.2369
F6 2.0277 0.3031 -1.6104
C28 0.5801 2.0324 -1.0389
F7 0.9533 1.7734 0.2036
F8 -0.6829 2.4326 -1.0809
F9 1.3377 3.0384 -1.4912
H1 8.4447 2.7210 -1.1155
H2 8.0263 2.3857 0.5413
H3 6.7473 2.5466 -0.6497
H4 8.8291 0.3877 -1.0984
H5 7.7012 0.1352 0.2006
H6 5.8197 0.6322 -1.4427
H7 6.5964 -0.9301 -1.4952
H8 6.7051 1.3872 -3.4255
H9 8.1462 0.3535 -3.3198
H10 6.9181 -1.5274 -4.1213
H11 6.4643 -0.1638 -5.1516
H12 4.8980 -1.4225 -2.8591
H13 4.4425 0.1315 -3.5606
H14 4.7904 -2.3766 -5.2232
H15 3.8839 -0.8867 -5.6453
H16 2.3434 -1.3759 -3.7378
H17 3.1898 -2.9173 -3.4835
H18 1.2314 -2.0975 -5.5949
H19 2.5454 -3.1791 -6.0991
H20 1.6870 -4.9593 -4.8730
H21 1.1203 -3.9351 -3.5856
H22 -0.3377 -3.4588 -6.0766
H23 -0.4629 -5.1472 -5.6537
H24 -1.7999 -4.7352 -3.8403
H25 -0.8846 -3.2544 -3.4097
H26 -1.9511 -2.2014 -5.4846
H27 -3.0673 -3.5926 -5.5215
H28 -5.2049 -1.7242 -5.2500
H29 -3.6739 -1.1213 -5.8245
H30 -5.2831 0.5050 -6.1460
H31 -6.2054 1.0483 -4.7203
H32 -3.3757 2.0585 -5.1434
H33 -4.6676 2.7348 -6.1147
H34 -3.4299 6.5184 -3.9479
H35 -5.1189 6.8023 -3.4179
H36 -4.7890 5.7060 -4.7486
H37 -6.3463 -3.1521 -3.6012
H38 -5.5839 -1.7945 -2.7352
H39 -6.0946 -1.6281 0.7663
H40 -6.5558 -3.1794 1.3996
H41 -4.9093 -2.9751 0.7569
H42 -8.4771 -3.6987 -0.6363
H43 -8.2609 -1.9995 -0.2883
H44 -8.1661 -2.5070 -1.9633
C29 -7.8456 6.4916 -2.2210
C30 -8.2340 5.1567 -2.2441
C31 -9.2837 4.7526 -3.0502
C32 -9.9575 5.6833 -3.8307
C33 -9.5811 7.0286 -3.7920
C34 -8.5174 7.4259 -2.9917
C35 -10.3147 8.0536 -4.5852
O8 -9.9856 9.2211 -4.5581
C36 -11.4725 7.6042 -5.4107
C37 -12.2066 8.5483 -6.1173
C38 -13.2766 8.1482 -6.8988
C39 -13.6138 6.8015 -6.9850
C40 -12.8886 5.8569 -6.2794
C41 -11.8216 6.2544 -5.4837
C42 -11.0727 5.2252 -4.7060
O9 -11.3676 4.0510 -4.7825
H45 -7.0177 6.7993 -1.5948
H46 -7.7105 4.4333 -1.6346
H47 -9.5864 3.7155 -3.0776
H48 -8.2245 8.4667 -2.9747
H49 -11.9367 9.5928 -6.0482
H50 -13.8502 8.8856 -7.4446
H51 -14.4467 6.4904 -7.6015
H52 -13.1471 4.8088 -6.3377
C43 12.3726 -1.4829 6.1030
C44 12.0211 -2.5710 6.8947
C45 10.7333 -3.0763 6.8489
C46 9.7868 -2.4892 6.0187
C47 10.1346 -1.3837 5.2397
C48 11.4322 -0.8902 5.2780
C49 9.1264 -0.7077 4.3737
O10 9.4296 0.2486 3.6927
C50 7.7338 -1.2381 4.3771
C51 6.7636 -0.5932 3.6223
C52 5.4665 -1.0772 3.6027
C53 5.1341 -2.2134 4.3329
C54 6.0965 -2.8582 5.0910
C55 7.3969 -2.3698 5.1225
C56 8.4103 -3.0576 5.9690
O11 8.1203 -4.0498 6.6057
H53 13.3819 -1.0948 6.1344
H54 12.7550 -3.0255 7.5468
H55 10.4548 -3.9253 7.4574
H56 11.6966 -0.0411 4.6634
H57 7.0245 0.2888 3.0537
H58 4.7113 -0.5704 3.0167
H59 4.1212 -2.5932 4.3123
H60 5.8440 -3.7387 5.6650
C57 0.7559 -1.4523 12.7532
C58 1.8055 -1.0660 13.5800
C59 3.1062 -1.4172 13.2623
C60 3.3629 -2.1660 12.1208
C61 2.3071 -2.5716 11.3024
C62 1.0053 -2.2036 11.6177
C63 2.5518 -3.4132 10.0958
O12 1.6344 -3.7602 9.3820
C64 3.9535 -3.8198 9.7987
C65 4.2020 -4.6482 8.7107
C66 5.4993 -5.0252 8.4111
C67 6.5578 -4.5715 9.1911
C68 6.3162 -3.7508 10.2789
C69 5.0142 -3.3783 10.5924
C70 4.7725 -2.5196 11.7858
O13 5.6929 -2.1224 12.4686
H61 -0.2590 -1.1695 12.9993
H62 1.6068 -0.4881 14.4729
H63 3.9279 -1.1162 13.8969
H64 0.1945 -2.5118 10.9726
H65 3.3751 -4.9947 8.1062
H66 5.6937 -5.6724 7.5662
H67 7.5690 -4.8617 8.9461
H68 7.1330 -3.3963 10.8919